[1]
{
  "formula": "C3H5O2S2",
  "method": "ωB97M-V/def2-TZVPD",
  "symbols": ["C", "C", "O", "O", "C", "S", "S", "H", "H", "H", "H", "H"],
  "coordinates": [[0.242356, 0.549641, -0.009514], [-0.308225, 1.928537, 0.594537], [-0.376204, 2.051929, 1.794688], [-0.611815, 2.674385, -0.362571], [-0.001015, -0.649844, 0.739132], [0.600982, -2.266095, 0.029253], [0.502913, -2.109047, -2.102560], [-0.043712, 0.475304, -0.973903], [1.279855, 0.687064, 0.036671], [0.497341, -0.627025, 1.790161], [-1.022193, -0.973142, 0.934472], [-0.760284, -1.741706, -2.470368]],
  "forces_ev_per_angstrom": [[0.5, 1.5, 1.1], [-0.3, -0.8, 1.8], [0.2, 0.0, -0.1], [0.0, 0.2, -0.9], [-0.5, -2.8, 3.6], [-0.1, 0.6, -1.3], [0.2, 0.3, 0.7], [-0.9, -0.2, -3.2], [1.7, 0.7, -0.3], [-0.7, 0.0, -1.8], [-0.3, 0.9, -0.1], [0.2, -0.4, 0.7]],
  "homo_ev": [-9.247, -9.229],
  "charge": 0,
  "total_energy_ha": -1064.06948,
  "largest_force_ev_per_a": 4.53,
  "multiplicity": 2,
  "s2": 0.756
}

[2]
{
  "formula": "C51H51BClN6OS4Sn",
  "method": "ωB97M-V/def2-TZVPD",
  "symbols": ["Sn", "Cl", "C", "C", "C", "C", "O", "C", "C", "N", "C", "C", "C", "C", "C", "C", "C", "C", "N", "C", "C", "H", "H", "H", "H", "H", "H", "H", "H", "H", "H", "S", "C", "S", "C", "N", "N", "C", "C", "C", "C", "C", "C", "S", "H", "H", "H", "H", "H", "C", "C", "C", "C", "C", "C", "C", "C", "C", "C", "C", "C", "N", "B", "N", "C", "C", "C", "C", "C", "C", "C", "C", "C", "C", "C", "C", "C", "C", "H", "H", "H", "H", "H", "H", "H", "H", "H", "H", "H", "H", "H", "H", "H", "H", "H", "H", "H", "H", "H", "H", "H", "H", "H", "H", "H", "H", "H", "H", "H", "H", "H", "H", "H", "H", "S", "C"],
  "coordinates": [[-15.711863, -15.582110, -7.056341], [-21.014377, -16.792562, -12.520254], [-19.604198, -16.566203, -11.269897], [-18.479873, -15.825896, -11.650849], [-17.502622, -15.686713, -10.618060], [-17.512418, -16.286157, -9.449686], [-16.469496, -16.513871, -8.852468], [-18.924425, -16.911486, -8.932624], [-18.929570, -17.791911, -7.788138], [-19.971972, -18.409740, -7.334090], [-20.183162, -19.394664, -6.045010], [-21.307765, -19.963634, -6.059227], [-21.742211, -20.849530, -4.856081], [-20.847390, -20.763143, -3.730681], [-19.522437, -20.341541, -3.947328], [-18.388586, -20.601645, -3.129823], [-17.150375, -20.097705, -3.464127], [-16.867917, -19.331218, -4.521564], [-17.794211, -19.144819, -5.578307], [-19.195109, -19.592135, -5.081199], [-19.905037, -17.061733, -10.041214], [-18.460277, -15.527886, -12.792104], [-16.489726, -15.643322, -11.012037], [-17.995394, -17.977877, -7.254992], [-22.009636, -20.348984, -6.779903], [-22.489112, -21.719024, -4.705929], [-21.357679, -21.721320, -3.287148], [-18.452128, -21.048470, -2.150964], [-16.221427, -20.141669, -2.591778], [-15.874458, -19.391976, -4.920174], [-20.735080, -17.821540, -9.717773], [-9.033866, -16.367644, -14.795384], [-9.213643, -15.956112, -13.213586], [-8.524930, -16.905214, -11.895720], [-9.393514, -15.870960, -10.683496], [-10.028274, -14.862084, -11.271870], [-9.948229, -14.956032, -12.675934], [-10.675627, -13.977513, -13.368368], [-11.836673, -13.446846, -12.782589], [-12.523564, -12.439395, -13.488090], [-12.030088, -11.948503, -14.712249], [-10.882285, -12.514665, -15.251253], [-10.167340, -13.511321, -14.580665], [-9.328882, -16.283572, -9.057006], [-12.284379, -13.873568, -11.904578], [-13.437608, -12.163605, -13.036558], [-12.647863, -11.161200, -15.306299], [-10.717505, -12.289896, -16.324633], [-9.256851, -13.894090, -15.026624], [-21.657873, -12.934966, -5.223327], [-20.526707, -13.606758, -6.313465], [-21.121077, -15.046978, -6.577741], [-20.103086, -12.642063, -7.439216], [-20.890783, -12.785991, -8.627278], [-20.670600, -11.850848, -9.740820], [-19.601324, -10.965232, -9.562589], [-18.985634, -10.776996, -8.359843], [-18.084057, -9.444591, -8.291298], [-18.122622, -8.833637, -6.844804], [-16.686976, -9.931346, -8.764908], [-19.249718, -11.597294, -7.302369], [-18.307450, -11.674402, -6.228712], [-17.466048, -12.830016, -6.077205], [-17.268202, -12.931677, -4.646211], [-17.939938, -11.890162, -3.981932], [-18.622931, -11.145256, -4.907582], [-16.351876, -13.728409, -3.893198], [-14.995455, -13.371597, -3.675079], [-14.295311, -14.338887, -2.932931], [-14.912367, -15.388597, -2.147887], [-16.293499, -15.456240, -2.251717], [-16.963778, -14.763942, -3.061957], [-18.496891, -15.140778, -3.245209], [-19.222310, -15.123941, -1.849662], [-18.817543, -16.391167, -3.837128], [-14.256691, -12.227408, -4.505294], [-14.960474, -11.008007, -4.676633], [-13.724631, -12.861273, -5.759383], [-20.767502, -12.867397, -4.248630], [-22.154319, -13.773289, -5.664113], [-21.459419, -11.919326, -5.780785], [-19.688068, -13.722448, -5.805743], [-20.724842, -15.846142, -6.985024], [-20.682118, -17.879561, -7.783171], [-22.159495, -14.888110, -6.612476], [-21.788926, -13.357517, -8.547318], [-21.125723, -11.994741, -10.737970], [-19.247213, -10.273702, -10.308350], [-18.497850, -8.681981, -8.897896], [-17.464956, -9.459568, -6.251558], [-19.031755, -9.135808, -6.439236], [-17.925721, -7.749786, -6.529052], [-16.253703, -10.891754, -8.321297], [-15.858948, -9.133450, -8.736122], [-16.505887, -9.973858, -9.731230], [-17.807041, -11.841712, -2.942454], [-19.382408, -10.256580, -4.882282], [-13.260580, -14.378390, -3.083668], [-14.070736, -16.065165, -1.613951], [-16.446643, -16.093219, -1.224835], [-19.095031, -14.450845, -3.908357], [-18.898089, -15.795967, -1.158369], [-20.391669, -15.065353, -2.459819], [-19.200837, -14.175960, -1.410218], [-19.794233, -16.521567, -3.858570], [-18.479590, -17.588507, -3.562336], [-18.213670, -16.634140, -4.813366], [-13.330680, -12.245405, -3.667324], [-16.080177, -11.117891, -5.286533], [-14.261045, -10.487343, -5.510957], [-14.869681, -10.384692, -3.533902], [-14.361644, -12.381036, -6.499068], [-13.859042, -13.965027, -5.899011], [-12.536987, -12.658125, -5.941964], [-15.805716, -13.435422, -8.417446], [-16.887129, -13.812635, -7.109232]],
  "forces_ev_per_angstrom": [[0.4, 0.2, 0.3], [1.6, 0.2, 1.0], [-2.6, 0.3, -1.7], [-0.4, -0.3, 0.2], [0.1, 1.2, -7.3], [-5.8, -3.2, 4.1], [2.2, -0.9, 2.0], [1.7, -0.1, -2.8], [3.1, 1.5, -0.9], [-0.3, -2.1, 2.4], [4.0, 5.6, -4.3], [-7.8, -7.1, 2.8], [3.6, 2.3, 0.9], [-4.4, -4.5, -2.9], [1.8, 0.6, 0.7], [0.4, 0.9, 0.5], [1.6, -1.0, 6.2], [-2.1, -0.5, -7.0], [-1.9, -1.8, 5.9], [4.0, 1.7, -2.3], [0.7, -1.6, 4.3], [0.6, -0.4, 2.7], [0.1, 1.1, 0.2], [-0.1, 0.3, -0.5], [0.2, 1.7, -1.4], [0.6, 2.3, -1.3], [2.6, 2.0, 1.5], [-0.4, -0.4, -0.1], [-2.8, -0.3, -2.7], [0.8, 1.3, 0.2], [1.2, 1.8, -1.6], [0.3, -0.5, -1.0], [-0.1, -0.1, 1.2], [-0.9, 1.1, -0.1], [-0.2, 0.5, -1.0], [0.5, -1.2, 0.3], [0.7, -0.7, 1.0], [0.3, 0.5, 0.1], [-0.1, 0.5, -1.8], [1.6, -0.9, 0.0], [-1.7, 0.7, -0.1], [-0.6, 0.0, -0.9], [-0.7, 0.9, -0.3], [0.1, 0.1, 0.1], [0.3, 0.0, 0.3], [-0.9, 0.8, 0.1], [1.2, -1.5, 1.1], [0.6, 0.0, 0.9], [-0.3, -0.1, 0.3], [7.2, 2.8, -0.8], [-1.9, -1.4, -1.8], [-0.7, 5.5, 2.3], [-4.4, -2.1, -1.6], [1.0, 3.6, -0.9], [0.9, -2.4, 1.6], [-1.2, 0.2, -0.8], [0.7, 3.3, -0.2], [0.9, -2.2, 1.5], [1.8, -0.1, 0.0], [1.8, 1.6, 4.4], [2.2, -0.5, 0.4], [-0.9, 0.8, 2.2], [0.2, -0.7, -0.1], [0.6, 0.2, 0.2], [-0.8, 0.1, -2.3], [-0.7, 0.2, -0.8], [-0.5, -0.1, 1.8], [-1.9, -0.9, -1.6], [-1.5, -1.4, 0.9], [4.6, 2.3, -2.2], [5.3, -6.1, 9.0], [-5.5, 3.8, -6.1], [1.2, 2.9, 2.8], [-4.0, 2.5, -5.8], [6.4, -6.7, -3.2], [3.0, -6.1, 5.4], [-1.0, 4.9, -1.0], [2.3, 0.0, -1.4], [-3.7, -0.6, -2.3], [-2.2, 0.3, 1.7], [-2.0, -1.3, 1.6], [3.9, -0.7, 2.6], [2.3, -3.4, -2.3], [-2.5, -0.6, 0.6], [-1.7, -0.9, -0.6], [-0.1, -0.9, -0.3], [0.0, 0.2, 0.8], [-0.3, 0.0, -0.7], [-0.4, 0.3, -1.3], [0.5, 0.4, 0.2], [-2.0, 0.2, 0.6], [-0.1, -1.3, -1.4], [-1.0, 1.4, -0.2], [-0.9, -0.5, 1.4], [-0.7, -1.2, -5.3], [-0.2, 0.5, 1.2], [1.8, -2.1, 0.5], [1.7, 0.3, 0.3], [-2.8, 1.3, -0.9], [-1.8, 0.9, -3.0], [1.2, -0.1, 0.7], [0.2, -2.6, 1.5], [2.7, -1.1, 3.0], [0.3, 1.7, 0.7], [-4.6, -0.4, -1.1], [-0.4, 3.2, 1.4], [-1.8, 1.5, 0.7], [-1.9, 1.3, -2.3], [3.4, 0.6, 2.3], [-1.7, -0.2, 2.1], [-1.0, -1.4, -3.8], [0.6, -0.3, -0.9], [0.2, 1.0, 0.5], [-3.0, -0.2, 0.3], [-0.2, -0.1, 0.1], [0.1, 0.3, 0.2]],
  "homo_ev": [-0.837, -0.870],
  "charge": -2,
  "total_energy_ha": -4669.06261,
  "largest_force_ev_per_a": 12.08,
  "multiplicity": 2,
  "s2": 0.758
}

[3]
{
  "formula": "C9H11O3",
  "method": "ωB97M-V/def2-TZVPD",
  "symbols": ["C", "C", "C", "C", "C", "C", "C", "O", "H", "H", "H", "H", "H", "H", "H", "H", "C", "C", "O", "O", "H", "H", "H"],
  "coordinates": [[2.371524, 0.142670, 1.227510], [-1.733893, -0.062624, 2.196969], [-0.838875, 0.057440, 3.223282], [-1.525819, 0.077027, 0.809005], [0.470679, 0.132236, 2.765085], [-0.189882, 0.056401, 0.406521], [0.848998, 0.124686, 1.411718], [-3.168575, -0.154828, 2.570902], [-3.378619, -1.049117, 2.368751], [-1.311852, 0.056651, 4.236717], [-2.431145, 0.057270, 0.213209], [1.097184, 0.115359, 3.622955], [-0.109349, -0.127200, -0.685430], [2.895872, -0.553429, 1.864016], [2.868495, 1.166351, 1.269899], [2.705678, -0.212384, 0.285921], [0.325516, 0.905025, -4.246535], [0.925840, -0.111943, -3.269543], [0.300282, -1.227499, -3.185911], [1.984006, 0.009085, -2.730206], [0.984847, 1.092497, -5.197789], [0.491420, 1.951692, -3.835748], [-0.662762, 0.562735, -4.524840]],
  "forces_ev_per_angstrom": [[0.2, 1.1, -0.8], [-3.8, 1.1, -0.5], [-1.3, -0.3, -1.1], [1.1, -0.9, 2.4], [-0.8, 0.0, 0.5], [0.1, -0.1, -0.2], [-0.1, -0.2, 0.3], [2.1, 1.0, 0.0], [-0.5, -1.1, -0.2], [1.2, -0.1, -0.8], [0.5, 0.0, -0.4], [1.7, 0.2, -0.1], [1.1, 0.5, 0.7], [-0.1, 0.1, 0.9], [-0.9, -1.1, 0.4], [-0.3, -0.2, -1.4], [2.2, 2.0, -0.9], [-2.5, -3.6, -1.8], [-1.3, 0.8, -0.3], [3.9, 2.5, 1.8], [-1.0, -1.1, 1.4], [-1.1, -1.0, 0.0], [-0.2, 0.6, 0.0]],
  "homo_ev": -3.622,
  "charge": -1,
  "total_energy_ha": -575.26450,
  "largest_force_ev_per_a": 4.92,
  "multiplicity": 1
}

[4]
{
  "formula": "C16H16F2N2O3",
  "method": "ωB97M-V/def2-TZVPD",
  "symbols": ["O", "C", "C", "C", "C", "C", "C", "C", "C", "C", "C", "C", "C", "C", "O", "N", "C", "C", "F", "F", "N", "C", "O", "H", "H", "H", "H", "H", "H", "H", "H", "H", "H", "H", "H", "H", "H", "H", "H"],
  "coordinates": [[-2.132745, -1.876894, -3.863780], [-1.271516, -1.415972, -3.103722], [-1.080431, -2.081490, -1.817663], [-0.009357, -1.796163, -1.051383], [0.214542, -2.610055, 0.179638], [-0.573074, -2.066721, 1.389427], [-0.274811, -0.595622, 1.791291], [-0.984663, 0.525989, 1.042481], [-1.549866, 0.911700, 2.364607], [-1.937018, 2.284015, 2.906184], [-3.022429, 1.286007, 2.577614], [-0.910834, -0.176440, 3.141611], [0.956556, -0.777967, -1.522877], [2.195286, -0.319697, -0.892603], [2.625676, -0.725756, 0.181109], [2.947650, 0.716201, -1.450390], [2.474031, 1.384291, -2.596156], [3.195333, 2.608172, -3.162318], [2.978044, 3.655297, -2.303221], [4.537412, 2.352986, -3.264163], [1.363174, 0.984067, -3.186060], [0.588078, -0.056029, -2.670141], [-0.557880, -0.295742, -3.401712], [-1.808277, -2.832886, -1.524077], [-0.101510, -3.641171, 0.031686], [1.294820, -2.698066, 0.402168], [-0.324238, -2.681634, 2.263205], [-1.646753, -2.229962, 1.216585], [0.789144, -0.366716, 1.793872], [-0.278782, 1.251627, 0.598525], [-1.733441, 0.230193, 0.316120], [-1.731653, 3.101326, 2.212298], [-1.811097, 2.518229, 3.931862], [-3.560870, 0.802842, 3.453880], [-3.588266, 1.401560, 1.654754], [-1.612429, -0.867478, 3.612593], [-0.213057, 0.187493, 3.887345], [3.718918, 1.089638, -0.971344], [2.836331, 2.820829, -4.167243]],
  "forces_ev_per_angstrom": [[2.1, 1.9, 0.8], [-3.3, -2.6, -0.6], [0.9, 1.1, 0.0], [0.8, -0.4, -0.2], [0.7, -0.1, 0.9], [0.7, 0.5, 0.4], [0.5, -1.9, 0.0], [0.4, 0.7, -0.6], [-2.8, 2.1, 1.6], [0.0, -0.5, -1.7], [0.2, -0.6, 0.5], [0.4, -0.2, 0.0], [-1.2, 1.2, -2.0], [0.7, -0.5, 2.3], [-0.4, -0.4, -0.4], [-2.6, 1.1, -3.9], [-1.7, -2.3, 0.9], [-0.1, -0.6, 0.2], [0.4, -0.5, -0.6], [-0.4, 0.3, 0.5], [0.5, 0.3, 0.4], [1.2, 0.3, 0.6], [1.7, 0.3, 0.5], [0.2, 0.1, -0.3], [-0.3, 0.0, -0.3], [-0.6, 0.4, 0.0], [0.0, 0.0, -0.2], [0.1, 0.3, 0.0], [0.1, -0.6, 0.0], [-0.4, -0.2, 0.0], [-0.1, -0.1, -0.3], [-0.3, -0.1, 0.3], [0.4, 0.1, 0.8], [0.7, 0.7, -1.3], [-0.1, 0.1, 0.3], [0.1, -0.2, -0.1], [0.3, -0.2, 0.2], [1.1, 0.1, 1.0], [-0.2, 0.2, 0.2]],
  "homo_ev": -9.186,
  "smiles": "O=c1cc(CCC2CC3(CC3)C2)c2c(=O)[nH]c(C(F)F)nc2o1",
  "charge": 0,
  "total_energy_ha": -1154.21183,
  "largest_force_ev_per_a": 4.85,
  "multiplicity": 1
}

[5]
{
  "formula": "C6H10O",
  "method": "ωB97M-V/def2-TZVPD",
  "symbols": ["C", "C", "O", "C", "C", "C", "C", "H", "H", "H", "H", "H", "H", "H", "H", "H", "H"],
  "coordinates": [[2.056535, 0.876808, -0.308081], [1.158172, -0.249156, 0.126485], [0.437596, -0.049548, 1.360002], [-0.627835, -0.892304, 0.869285], [-1.892971, -0.085369, 0.629886], [-1.269763, 0.399021, -0.705942], [-0.133515, -0.657386, -0.575652], [1.520558, 1.798403, -0.520414], [2.802935, 1.076102, 0.461458], [2.597656, 0.568883, -1.204901], [1.772204, -1.164154, 0.246412], [-0.634382, -1.861202, 1.375555], [-2.094800, 0.666508, 1.391642], [-2.773341, -0.715980, 0.492483], [-1.895580, 0.254441, -1.588122], [-0.946679, 1.439694, -0.681538], [-0.076787, -1.404755, -1.368559]],
  "forces_ev_per_angstrom": [[0.0, 0.0, 0.0], [0.3, -0.2, -0.2], [0.1, 0.0, 0.2], [-0.2, -0.3, 0.2], [0.0, 0.0, 0.0], [0.0, 0.2, -0.2], [0.1, -0.2, -0.1], [-0.1, 0.1, 0.0], [0.0, 0.0, 0.1], [0.0, 0.0, 0.0], [-0.1, 0.2, -0.1], [-0.1, 0.1, 0.0], [0.0, 0.0, 0.0], [0.1, 0.0, 0.0], [0.0, 0.0, 0.1], [0.1, 0.0, 0.0], [-0.1, 0.0, 0.2]],
  "homo_ev": -9.451,
  "charge": 0,
  "total_energy_ha": -309.78951,
  "largest_force_ev_per_a": 0.41,
  "multiplicity": 1
}

[6]
{
  "formula": "C4H5N3O",
  "method": "ωB97M-V/def2-TZVPD",
  "symbols": ["H", "N", "C", "O", "C", "C", "N", "N", "C", "H", "H", "H", "H"],
  "coordinates": [[-1.445703, 1.372766, -0.139335], [-0.343235, 1.963511, -0.081723], [0.361282, 0.959828, 0.067920], [1.776096, 1.025406, -0.181629], [2.333131, -0.227511, -0.044423], [1.311623, -1.176489, 0.037730], [0.107385, -0.334153, 0.152975], [-1.065361, -0.691043, -0.341681], [-2.230032, -0.145989, -0.049801], [3.355645, -0.269822, -0.023811], [1.023648, -2.261089, -0.066425], [-2.265257, 0.804474, 0.726391], [-2.919227, -1.019889, -0.056184]],
  "forces_ev_per_angstrom": [[4.3, 3.6, -0.2], [-4.7, -1.1, -0.1], [4.2, 2.3, -1.3], [0.0, 0.0, 1.5], [-5.3, -1.7, -0.3], [-0.3, 1.9, -0.6], [0.1, -2.1, -0.6], [-2.5, -2.3, 1.3], [2.3, -0.6, 2.1], [2.2, -0.3, -0.1], [1.3, 1.4, 0.4], [-0.9, -2.8, -1.4], [-0.6, 1.7, -0.7]],
  "homo_ev": -8.532,
  "smiles": "[H]/N=c1/occn1N=C",
  "charge": 0,
  "total_energy_ha": -394.72920,
  "largest_force_ev_per_a": 5.60,
  "multiplicity": 1
}